The following is a quantum chemistry calculation of a structure of composition C2H10BeN2O7P2, from OMol25.

The calculation puts the LUMO energy at -0.09 eV. As for the HOMO energy: -10.11 eV. As for the total energy: -1416.35104 a.u.

Cartesian coordinates (Å):
Be 0.15 0.00 -0.63
N 1.55 -0.74 -1.40
C 2.39 -1.19 -0.27
C 1.45 -1.80 0.76
N 0.34 -0.86 0.95
H 1.25 -1.52 -1.98
H 2.05 -0.09 -2.00
H 2.86 -0.30 0.15
H 3.17 -1.89 -0.58
H 1.98 -2.02 1.69
H 1.04 -2.74 0.39
H 0.51 -0.16 1.67
H -0.55 -1.30 1.19
O -3.74 0.19 -1.16
P -2.41 0.01 -0.30
O -2.61 -0.90 0.83
O -1.26 -0.34 -1.26
O -2.10 1.54 0.15
P -0.67 2.11 0.63
O -0.83 3.66 0.30
O -0.39 1.83 2.04
O 0.34 1.56 -0.39
H -3.61 0.77 -1.92
H -0.92 4.16 1.12